(one)
6 unconnected molecules or ions with the total composition C6H25NO6. Source: the OMol25 dataset; level of theory: ωB97M-V/def2-TZVPD.

Computed properties:
HOMO-LUMO gap   9.8 eV
LUMO energy   0.0101 Ha

The geometry in ORCA input format:
```
! wB97M-V def2-TZVPD RIJCOSX def2/J DEFGRID3
* xyz 0 1
O 1.654 0.071 -3.627
H 2.228 -0.687 -3.734
H 1.338 0.008 -2.726
O -2.012 -0.414 -0.366
H -2.035 -0.578 0.577
H -2.346 0.478 -0.462
O 0.703 -0.285 -1.050
H 0.988 -0.733 -0.253
H -0.248 -0.394 -1.060
O 1.720 -1.121 1.591
H 2.565 -1.558 1.486
H 1.910 -0.360 2.140
C -3.430 -4.108 -3.534
C -3.167 -2.710 -3.032
O -2.502 -2.813 -1.859
H -2.473 -4.600 -3.707
H -3.845 -4.037 -4.539
H -4.021 -4.763 -2.894
H -4.095 -2.144 -2.943
H -2.528 -2.100 -3.671
H -2.237 -1.957 -1.515
C 2.948 2.276 1.546
C 2.179 2.041 2.812
C 0.618 1.943 2.476
O 0.020 3.049 1.836
C -1.034 2.589 0.934
N 2.647 0.879 3.496
H 2.953 3.310 1.201
H 2.453 1.734 0.740
H 4.000 2.015 1.657
H 2.359 2.998 3.301
H 0.116 1.895 3.442
H 0.392 0.998 1.981
H -0.592 1.996 0.134
H -1.507 3.344 0.307
H -1.746 2.029 1.541
H 3.637 0.845 3.301
H 2.393 0.864 4.474
*
```

(two)
6 unconnected molecules or ions with the total composition C6H25NO6. Source: the OMol25 dataset; level of theory: ωB97M-V/def2-TZVPD.

Computed properties:
HOMO-LUMO gap   9.0 eV
LUMO energy   -0.0024 Ha

The geometry in ORCA input format:
```
! wB97M-V def2-TZVPD RIJCOSX def2/J DEFGRID3
* xyz 0 1
C -1.824 -2.790 0.662
N -0.616 -2.046 0.364
C -0.811 -0.637 -0.254
C 0.422 0.412 0.102
C -0.062 0.673 1.582
C 1.076 1.305 2.332
C -0.825 -0.794 -1.758
O -1.039 0.639 -2.111
H -2.051 -3.472 -0.055
H -2.708 -2.112 0.830
H -1.909 -3.396 1.640
H -0.078 -2.631 -0.305
H -1.768 -0.315 -0.009
H 0.268 1.125 -0.740
H 1.362 -0.008 -0.152
H -0.339 -0.333 2.085
H -0.905 1.374 1.386
H 1.851 0.623 2.537
H 1.503 2.010 1.579
H 1.060 1.803 3.401
H -0.039 -1.280 -2.271
H -1.736 -1.180 -2.173
H -0.897 0.670 -3.053
H -3.167 2.672 -1.416
H -2.777 1.410 -0.682
O -3.443 2.071 -0.791
H 4.303 -1.020 -0.609
H 3.533 0.186 0.027
O 3.653 -0.742 0.103
H 2.168 -0.060 -1.749
H 2.750 -0.631 -3.009
O 1.925 -0.183 -2.733
H 0.683 3.441 -0.686
H -0.615 3.639 -0.087
O 0.027 4.132 -0.529
H 0.887 -1.735 3.818
H 0.256 -2.334 2.636
O 0.735 -2.570 3.394
*
```

Among the structures shown above, (one) is the most stable, with the second-best lying 209.8 kJ/mol higher.